Formula: C53H108N3O5
Source: the OMol25 dataset
Level of theory: ωB97M-V/def2-TZVPD

As for the total charge: +1. As for the HOMO energy: -11.3295 eV. Its molar mass is 867.5 u. Its LUMO energy is -3.57 eV. As for the spin multiplicity: 1.

```
169
C53H108N3O5 (ωB97M-V/def2-TZVPD)
C 1.63 0.76 6.68
O 2.72 1.29 5.93
C 2.26 2.22 4.92
C 2.97 1.79 3.57
C 3.13 2.96 2.54
C 1.73 3.44 1.93
C 1.82 3.64 0.36
C 0.43 3.90 -0.32
C -0.46 2.61 -0.55
C 0.38 1.34 -0.90
C 0.47 0.34 0.15
C 1.23 -0.88 -0.07
C 1.29 -1.94 1.06
C -0.08 -2.06 1.87
C -0.12 -1.15 3.18
C -1.50 -0.41 3.36
C -1.31 1.15 3.58
O -2.40 1.89 2.99
C -2.48 3.16 3.55
C -2.10 4.43 2.71
O -2.86 3.35 4.67
C 1.92 -1.02 -1.38
C 2.77 -2.30 -1.57
C 4.12 -2.12 -0.73
C 5.31 -2.99 -1.27
N 6.38 -3.02 -0.22
C 1.75 0.02 -2.36
N 2.37 -0.05 -3.65
C 1.88 -1.21 -4.47
C 3.82 0.04 -3.60
C 4.43 1.48 -3.74
O 4.58 -0.89 -3.49
N 0.99 1.17 -2.12
C 0.87 2.19 -3.20
C -0.02 1.71 -4.42
C -1.29 2.58 -4.67
O -0.89 3.93 -4.93
H 1.99 0.49 7.71
H 0.78 1.48 6.82
H 1.25 -0.19 6.21
H 2.48 3.28 5.22
H 1.17 2.02 4.78
H 2.42 0.92 3.14
H 4.00 1.44 3.85
H 3.68 3.82 3.00
H 3.78 2.57 1.71
H 0.90 2.76 2.21
H 1.57 4.47 2.37
H 2.44 2.84 -0.12
H 2.42 4.59 0.23
H 0.60 4.51 -1.24
H -0.15 4.56 0.39
H -1.02 2.41 0.39
H -1.15 2.84 -1.41
H -0.04 0.50 1.13
H 1.46 -2.96 0.64
H 2.07 -1.66 1.81
H -0.98 -1.91 1.22
H -0.13 -3.12 2.25
H 0.72 -0.40 3.15
H 0.11 -1.80 4.07
H -2.13 -0.80 4.21
H -2.09 -0.51 2.41
H -0.34 1.42 3.08
H -1.20 1.31 4.68
H -2.43 4.26 1.65
H -1.00 4.64 2.75
H -2.61 5.33 3.13
H 2.25 -3.19 -1.14
H 3.02 -2.54 -2.63
H 4.37 -1.02 -0.75
H 3.97 -2.42 0.34
H 5.01 -4.05 -1.51
H 5.80 -2.58 -2.19
H 5.98 -3.57 0.54
H 6.53 -2.07 0.13
H 1.26 -0.77 -5.30
H 2.71 -1.76 -4.99
H 1.20 -1.87 -3.88
H 4.18 2.14 -2.88
H 5.52 1.38 -3.93
H 3.96 1.92 -4.67
H 0.50 3.17 -2.83
H 1.90 2.37 -3.58
H -0.23 0.61 -4.33
H 0.62 1.81 -5.34
H -1.80 2.15 -5.58
H -2.03 2.47 -3.83
H -1.03 4.08 -5.87
C 0.82 -3.24 -11.27
C -0.06 -2.61 -10.20
C 0.69 -2.30 -8.90
C 1.27 -3.51 -8.18
C 0.26 -4.59 -7.80
C -0.80 -4.10 -6.82
H 1.21 -4.21 -10.95
H 0.24 -3.41 -12.18
H 1.65 -2.59 -11.52
H -0.92 -3.26 -9.99
H -0.48 -1.68 -10.59
H 0.01 -1.76 -8.23
H 1.51 -1.60 -9.13
H 1.78 -3.16 -7.27
H 2.05 -3.96 -8.80
H 0.81 -5.42 -7.33
H -0.22 -5.00 -8.69
H -0.33 -3.73 -5.90
H -1.47 -4.92 -6.54
H -1.40 -3.30 -7.25
C 1.16 10.98 2.18
C 2.42 10.15 2.39
C 2.34 8.76 1.76
C 1.25 7.85 2.34
C 1.34 7.60 3.84
C 2.62 6.89 4.27
H 0.29 10.52 2.66
H 1.29 11.97 2.62
H 0.94 11.10 1.12
H 2.65 10.08 3.46
H 3.26 10.68 1.94
H 3.32 8.27 1.87
H 2.17 8.86 0.69
H 1.30 6.88 1.82
H 0.27 8.26 2.10
H 0.48 6.98 4.14
H 1.24 8.54 4.39
H 2.72 5.93 3.77
H 2.61 6.71 5.35
H 3.50 7.49 4.05
C -6.23 -3.55 8.96
C -5.24 -2.43 9.24
C -5.34 -1.27 8.25
C -5.04 -1.62 6.80
C -3.66 -2.23 6.55
C -2.51 -1.30 6.90
H -6.06 -4.01 7.98
H -6.14 -4.34 9.71
H -7.26 -3.18 8.99
H -4.22 -2.84 9.25
H -5.42 -2.05 10.25
H -4.67 -0.47 8.58
H -6.35 -0.85 8.30
H -5.14 -0.71 6.19
H -5.80 -2.31 6.42
H -3.58 -2.49 5.48
H -3.55 -3.17 7.09
H -2.58 -0.37 6.33
H -1.56 -1.77 6.67
H -2.51 -1.05 7.97
C -4.55 -9.16 -3.41
C -4.57 -8.05 -2.37
C -4.55 -6.65 -2.98
C -3.31 -6.31 -3.80
C -1.98 -6.43 -3.05
C -1.86 -5.47 -1.87
H -3.64 -9.14 -4.01
H -4.60 -10.14 -2.92
H -5.41 -9.08 -4.09
H -3.73 -8.18 -1.68
H -5.48 -8.15 -1.77
H -4.67 -5.91 -2.18
H -5.43 -6.53 -3.62
H -3.41 -5.28 -4.18
H -3.27 -6.95 -4.69
H -1.17 -6.21 -3.75
H -1.82 -7.46 -2.71
H -1.97 -4.44 -2.20
H -0.88 -5.58 -1.40
H -2.62 -5.68 -1.11
```

Atomic partial charges in e from the Löwdin method, atoms 1 to 2:
1 C -0.1180
2 O -0.2071



Formula: C53H112N4O30
Source: the OMol25 dataset
Level of theory: ωB97M-V/def2-TZVPD

As for the HOMO energy: -9.3143 eV. Its molar mass is 1285.5 u. Its LUMO energy is -0.08 eV. As for the spin multiplicity: 1.

```
199
C53H112N4O30 (ωB97M-V/def2-TZVPD)
C -3.34 -5.09 0.94
O -3.95 -4.22 1.89
C -5.04 -3.33 1.62
C -5.41 -2.39 2.75
O -5.72 -2.89 4.06
C -4.63 -3.45 4.82
C -3.36 -2.55 4.95
O -3.60 -1.17 5.05
C -2.41 -0.39 5.19
H -3.11 -4.56 0.01
H -3.95 -5.93 0.61
H -2.33 -5.39 1.20
H -6.00 -3.80 1.44
H -4.74 -2.83 0.69
H -6.27 -1.81 2.41
H -4.63 -1.64 2.83
H -4.14 -4.36 4.48
H -4.90 -3.57 5.87
H -2.92 -2.59 3.95
H -2.75 -2.92 5.77
H -1.68 -0.57 4.40
H -2.01 -0.50 6.20
H -2.67 0.64 4.98
C 4.31 -10.34 -7.46
O 2.97 -10.76 -7.13
C 2.68 -10.71 -5.72
C 2.70 -9.33 -5.04
O 1.77 -8.54 -5.70
C 1.74 -7.19 -5.25
C 0.65 -6.34 -5.88
O 0.79 -4.94 -5.86
C 0.45 -4.28 -4.69
H 4.55 -10.58 -8.50
H 5.03 -10.67 -6.72
H 4.43 -9.26 -7.52
H 3.30 -11.42 -5.18
H 1.68 -11.10 -5.53
H 3.70 -8.89 -5.08
H 2.54 -9.49 -3.97
H 2.74 -6.82 -5.46
H 1.71 -7.03 -4.18
H -0.31 -6.69 -5.48
H 0.68 -6.61 -6.93
H 1.19 -4.50 -3.92
H -0.51 -4.63 -4.31
H 0.36 -3.25 -5.01
C -5.16 4.67 9.96
O -4.45 5.83 9.59
C -4.49 6.16 8.22
C -3.41 7.29 8.03
O -2.96 7.29 6.66
C -2.13 8.42 6.44
C -1.78 8.44 4.92
O -0.79 7.47 4.59
C -1.19 6.13 4.76
H -6.22 4.66 9.69
H -5.13 4.75 11.05
H -4.56 3.83 9.62
H -5.47 6.63 8.11
H -4.32 5.35 7.51
H -2.56 7.13 8.69
H -3.96 8.20 8.26
H -1.23 8.34 7.04
H -2.73 9.29 6.72
H -1.37 9.37 4.52
H -2.71 8.23 4.38
H -2.24 5.87 4.60
H -0.84 5.82 5.74
H -0.62 5.49 4.08
C -6.56 5.50 1.46
O -7.32 5.03 2.62
C -7.62 3.67 2.70
C -8.42 3.34 4.01
O -9.81 3.79 3.81
C -10.70 3.76 4.94
C -12.03 4.50 4.65
O -11.64 5.80 4.25
C -12.81 6.55 4.05
H -5.60 4.99 1.41
H -6.45 6.58 1.50
H -7.09 5.28 0.54
H -6.69 3.10 2.68
H -8.22 3.37 1.84
H -7.99 3.86 4.86
H -8.53 2.27 4.20
H -10.09 4.19 5.72
H -10.92 2.72 5.18
H -12.51 4.45 5.62
H -12.68 4.04 3.90
H -13.43 6.60 4.94
H -13.35 6.25 3.15
H -12.45 7.58 4.01
C 8.67 1.18 1.49
O 8.80 0.06 2.44
C 9.86 -0.85 2.13
C 10.16 -1.88 3.24
O 8.92 -2.59 3.52
C 9.02 -3.75 4.39
C 9.64 -4.97 3.62
O 10.97 -4.80 3.14
C 11.94 -4.73 4.17
H 7.82 1.76 1.84
H 8.36 0.84 0.50
H 9.60 1.76 1.46
H 10.75 -0.25 1.95
H 9.61 -1.22 1.14
H 10.47 -1.38 4.16
H 10.97 -2.50 2.86
H 8.02 -3.97 4.76
H 9.60 -3.41 5.25
H 9.10 -5.25 2.72
H 9.58 -5.90 4.19
H 11.63 -3.97 4.89
H 12.92 -4.47 3.79
H 11.98 -5.71 4.66
C 3.42 7.27 -9.49
O 2.71 6.95 -8.31
C 1.58 7.63 -8.05
O 0.90 8.29 -8.86
O 1.34 7.53 -6.74
C 0.39 8.34 -6.08
H 4.42 6.89 -9.31
H 3.33 8.34 -9.69
H 2.99 6.63 -10.26
H 0.69 9.38 -6.20
H 0.26 8.06 -5.03
H -0.63 8.29 -6.47
C 2.73 0.97 0.57
O 2.23 2.03 -0.26
C 0.97 1.89 -0.72
O 0.23 0.89 -0.47
O 0.64 2.93 -1.44
C -0.50 2.93 -2.28
H 3.06 0.14 -0.06
H 2.05 0.61 1.34
H 3.56 1.29 1.20
H -0.22 2.34 -3.15
H -0.83 3.93 -2.57
H -1.36 2.39 -1.88
C 6.62 -4.96 -1.38
O 7.27 -5.60 -2.51
C 7.36 -6.93 -2.64
O 6.86 -7.78 -1.94
O 7.98 -7.18 -3.80
C 8.53 -6.17 -4.62
H 5.71 -5.54 -1.24
H 6.46 -3.92 -1.66
H 7.27 -5.00 -0.51
H 8.95 -6.61 -5.53
H 9.32 -5.62 -4.12
H 7.76 -5.44 -4.86
C 3.27 -2.13 7.73
O 3.34 -2.64 6.41
C 2.74 -3.78 5.99
O 1.98 -4.51 6.65
O 2.94 -3.85 4.70
C 2.42 -4.88 4.01
H 2.98 -2.92 8.42
H 2.56 -1.30 7.73
H 4.14 -1.54 8.01
H 1.39 -5.10 4.30
H 3.15 -5.68 4.20
H 2.43 -4.65 2.95
C -2.55 -1.19 -9.63
O -2.84 0.06 -10.24
C -2.42 1.21 -9.68
O -1.91 1.35 -8.57
O -2.71 2.12 -10.59
C -2.32 3.44 -10.51
H -1.52 -1.39 -9.36
H -2.99 -1.99 -10.22
H -3.07 -1.18 -8.67
H -2.36 3.85 -11.52
H -1.27 3.43 -10.22
H -3.07 3.96 -9.93
C -8.02 4.20 -7.47
C -6.97 4.63 -6.49
N -6.21 5.09 -5.80
H -8.63 5.08 -7.65
H -8.65 3.47 -6.94
H -7.63 3.87 -8.43
C -6.37 -1.10 -4.14
C -6.02 -2.39 -4.68
N -5.72 -3.43 -5.09
H -5.57 -0.46 -4.51
H -6.49 -1.02 -3.06
H -7.17 -0.62 -4.70
C 2.66 -0.19 -7.59
C 3.83 -1.01 -7.10
N 4.77 -1.58 -6.68
H 2.29 0.40 -6.75
H 1.89 -0.84 -8.00
H 3.09 0.48 -8.33
C 7.34 1.74 6.25
C 6.26 2.73 6.21
N 5.35 3.47 6.15
H 7.21 1.00 5.46
H 7.31 1.26 7.23
H 8.32 2.18 6.06
```

Atomic partial charges in e from the Löwdin method, atoms 1 to 2:
1 C -0.1009
2 O -0.1984



Question: Among the records above, which one has the lowest LUMO energy?
Answer: C53H108N3O5



Question: The lowest LUMO energy belongs to which entry?
Answer: C53H108N3O5



Question: What is the molar mass in the first record?
Answer: 867.5 u